{"formula": "C3H6N2O", "method": "wB97M-V/def2-TZVPD", "gap_ev": 11.027, "smiles": "C/N=C/NC=O", "charge": 0, "de_lowest_kcal_mol": 30.9, "species": ["C", "N", "C", "N", "C", "O", "H", "H", "H", "H", "H", "H"], "coordinates": [[0.962676, 1.967076, -0.166043], [0.138914, 0.871891, 0.302436], [-0.383283, 0.129899, -0.571554], [-1.203792, -0.972359, -0.204980], [-0.695483, -2.190184, 0.159771], [-1.360747, -3.105169, 0.590468], [1.956724, 1.866619, 0.279155], [1.063133, 2.016043, -1.261782], [0.542688, 2.908838, 0.202780], [-0.233200, 0.276192, -1.650573], [-2.177184, -0.805186, 0.022141], [0.397613, -2.257587, -0.001306]], "atomic_forces_ev_per_a": [[0.150, 0.162, -0.027], [-0.223, -0.269, -0.364], [0.229, 0.220, 0.182], [-0.092, -0.159, 0.136], [-0.148, -0.082, 0.017], [0.221, 0.305, -0.120], [-0.116, 0.020, -0.060], [-0.051, -0.017, 0.184], [0.050, -0.160, -0.070], [-0.029, 0.023, 0.147], [0.156, -0.040, -0.062], [-0.147, -0.003, 0.037]]}

=====

{"formula": "C3H6N2O", "method": "wB97M-V/def2-TZVPD", "gap_ev": 9.097, "smiles": "C[C@H]1CN1N=O", "charge": 0, "de_lowest_kcal_mol": 124.2, "species": ["C", "C", "C", "N", "N", "O", "H", "H", "H", "H", "H", "H"], "coordinates": [[-0.428688, -1.379406, -0.462009], [-0.521715, 0.118686, -0.288149], [0.425778, 0.907104, 0.547059], [-2.309216, -1.600137, 1.222338], [-1.408174, -1.100091, 0.509312], [-3.073970, -0.926132, 1.885880], [-0.796870, -1.781084, -1.405968], [0.457945, -1.906275, -0.120705], [-1.179212, 0.634789, -0.966050], [1.386920, 1.002565, 0.038469], [0.605660, 0.427198, 1.505431], [0.030749, 1.905138, 0.722448]], "atomic_forces_ev_per_a": [[-0.240, -0.774, -0.205], [-1.823, -1.853, 1.772], [0.079, 0.034, -0.025], [-1.551, -2.099, 0.946], [2.819, 3.952, -2.044], [0.451, 0.578, -0.315], [0.035, 0.001, 0.003], [0.168, 0.132, 0.063], [0.002, 0.036, -0.226], [0.035, 0.042, -0.082], [-0.003, -0.055, 0.032], [0.030, 0.006, 0.082]]}